46
Properties=species:S:1:pos:R:3 method="wB97M-V/def2-TZVPD" lumo_energy_ev=-6.8176 charge=+1 orbital_gap_ev=5.24
C -2.6726 1.6621 -1.2678
C -2.3312 0.3825 -2.1846
O -1.1936 0.3658 -2.7284
O -3.2891 -0.6558 -2.3703
C -3.4536 -1.4443 -1.1452
C -2.2019 -2.4380 -0.9778
C -1.3970 -2.3114 0.4044
C -1.2431 -0.8201 0.9667
C -0.1866 -0.7706 2.2062
C -0.4833 0.5820 3.0309
Si 1.0607 1.3864 3.8285
O 2.5446 1.0776 2.9835
Si 2.5493 1.8699 1.4102
C 2.5263 0.4740 0.1030
C 3.2629 0.8458 -1.2849
C 3.3570 -0.5437 -2.1357
C 2.2232 1.7824 -2.1197
H -2.8887 1.2907 -0.2114
H -3.5921 2.2093 -1.6886
H -1.7664 2.3629 -1.2304
H -3.7003 -0.8151 -0.2297
H -4.3904 -2.0922 -1.3438
H -2.6371 -3.5260 -1.0000
H -1.5339 -2.3739 -1.9172
H -1.8603 -3.0135 1.1726
H -0.3240 -2.7033 0.2190
H -1.0011 -0.0295 0.1806
H -2.2600 -0.5497 1.4502
H 0.8953 -0.8879 1.8652
H -0.4233 -1.7041 2.8445
H -1.1847 0.2783 3.9010
H -1.1146 1.3052 2.3895
H 1.1918 0.8075 5.1870
H 0.8402 2.8399 3.9645
H 3.7152 2.7630 1.3203
H 1.3670 2.7593 1.2883
H 1.4528 0.1682 -0.1373
H 3.1296 -0.4038 0.5551
H 4.2805 1.3420 -1.1565
H 3.2963 -1.4021 -1.3640
H 4.3513 -0.6729 -2.6761
H 2.4364 -0.6173 -2.8022
H 2.0561 2.7734 -1.5795
H 1.2325 1.1879 -2.1305
H 2.5704 1.9657 -3.1979
Cu -3.2104 -4.7064 -2.3916

---

57
Properties=species:S:1:pos:R:3 method="wB97M-V/def2-TZVPD" lumo_energy_ev=-5.0913 charge=+1 orbital_gap_ev=7.26
C 1.8309 -1.8852 1.0987
C 3.3922 -1.5287 0.8448
C 3.5091 -0.6426 -0.4997
O 2.8108 0.6094 -0.2616
C 2.5078 1.2969 -1.5012
C 0.9000 1.2776 -1.6614
C 0.2758 -0.1334 -1.9857
C -1.2655 -0.1790 -2.1241
C -2.1125 -1.5298 -2.4078
O -1.8835 -2.2815 -3.3656
O -3.2022 -1.7503 -1.4647
C -2.6756 -1.7137 -0.1322
O -1.5541 -2.2097 0.1788
N -3.4358 -1.1223 1.0314
C -3.4662 0.3543 0.9375
O -4.3451 0.9149 0.2452
F -2.5526 1.2265 1.6224
C -2.1374 1.1184 -1.9642
C -1.3902 2.4413 -1.6449
N 0.0555 2.4459 -1.4946
P 0.8144 4.0372 -1.0665
N 1.0022 3.9096 0.6992
O -0.3319 5.2617 -1.4179
H 1.7918 -2.9621 1.4799
H 1.3784 -1.2159 1.9094
H 1.1882 -1.8123 0.1447
H 3.7383 -0.9245 1.7631
H 3.9631 -2.5155 0.7268
H 4.6178 -0.5114 -0.7792
H 3.0136 -1.2724 -1.3361
H 2.9783 0.6744 -2.3542
H 2.9599 2.3438 -1.5038
H 0.8990 -1.0806 -2.1161
H -2.8978 -1.3323 1.9054
H -3.2804 1.0685 -2.0790
H -2.0517 3.3720 -1.5042
H 1.6424 4.6373 1.0564
H 1.4355 2.9834 0.8970
H -0.4623 5.8278 -0.6181
O 2.5750 -5.2962 1.1208
H 3.0368 -6.1370 1.2301
H 1.6406 -5.5370 1.1531
O -3.1202 -0.5038 4.3537
H -3.2485 0.2369 3.7477
H -3.8087 -0.3831 5.0202
O -7.2841 1.2544 0.0398
H -7.1688 0.7887 0.8768
H -6.3899 1.3148 -0.3193
O -4.6689 -3.9936 0.3527
H -4.2887 -3.1511 0.6304
H -4.6456 -4.5358 1.1516
O 5.6131 0.8803 -2.2619
H 6.2385 0.7588 -2.9882
H 6.1765 0.9831 -1.4842
O 3.6078 2.2813 2.1712
H 4.2986 1.8447 2.6849
H 3.7761 1.9969 1.2621

---

49
Properties=species:S:1:pos:R:3 method="wB97M-V/def2-TZVPD" lumo_energy_ev="3.0197 / 2.9943" charge=-1 multiplicity=6 s2=8.76 orbital_gap_ev="2.23 / 8.12"
Fe 0.5599 -0.0819 -1.0919
C -1.7937 -2.5357 -3.3280
C -0.8638 -1.6124 -2.4881
O -0.1900 -2.1029 -1.5631
O -0.8785 -0.4044 -2.7202
H -1.4244 -3.5592 -3.2621
H -1.7268 -2.3533 -4.4005
H -2.8450 -2.4707 -3.0478
C 3.8948 1.6396 -2.7449
C 2.5865 0.9518 -2.2326
O 1.5593 1.6293 -2.1081
O 2.5528 -0.2225 -1.7913
H 3.7220 2.0437 -3.7424
H 4.7109 0.9278 -2.6205
H 4.2396 2.5578 -2.2692
C -1.3394 3.2391 -1.3421
C -1.2896 2.4973 0.0011
C -2.5547 2.7460 0.9492
O -2.8298 1.7859 1.8221
C -3.5324 2.1184 2.9655
N -1.0576 1.0781 -0.3477
H -1.7923 2.6190 -2.1157
H -0.3125 3.3738 -1.6818
H -1.7650 4.2382 -1.2490
H -0.3101 2.6840 0.4414
H -3.4547 2.9075 0.3559
H -2.3229 3.6809 1.4595
H -4.4772 2.5952 2.7044
H -2.9668 2.7172 3.6794
H -3.7657 1.1523 3.4131
H -1.8099 0.8743 -0.9901
H -1.3453 0.7410 0.5599
C -0.5897 -0.8922 2.2589
C 0.9557 -1.1337 2.1160
C 1.4121 -2.6388 2.0435
O 2.7436 -2.8251 1.6613
C 3.0197 -4.1116 1.0244
N 1.5168 -0.5244 0.9329
H -0.8655 0.1175 2.5632
H -0.9557 -1.5049 3.0827
H -1.1049 -1.0976 1.3205
H 1.2988 -0.6152 3.0112
H 0.7328 -3.1367 1.3516
H 1.2135 -2.9921 3.0554
H 3.9666 -4.0342 0.4901
H 2.2908 -4.2144 0.2205
H 3.0107 -4.9999 1.6560
H 2.2502 -1.1906 0.7368
H 1.9263 0.3389 1.2602